125
Properties=species:S:1:pos:R:3:forces:R:3:mulliken_charge:R:1 method="wB97M-V/def2-TZVPD" largest_force_ha_per_bohr=0.042 homo_lumo_gap_ev=5.3 e_lumo_ha=0.111 e_above_lowest_kj_mol=14.6 homo_energy_ha=-0.0825 charge=-2 energy_ha=-9022.54011
Rb -0.9390 0.1661 -0.3304 2.068 0.651 0.184 1.606
O -4.4780 0.3683 -3.8146 -0.012 -0.261 -0.028 -0.855
S -3.9986 0.6576 -2.4773 -0.075 0.419 0.059 1.365
O -4.2098 2.0615 -2.0971 0.206 -0.099 -0.145 -0.876
O -2.6243 0.1909 -2.2556 -0.552 -0.163 -0.493 0.003
C -5.0905 -0.2337 -1.3537 -0.008 0.101 -0.013 0.164
C -5.7566 -1.3080 -1.9252 -0.054 -0.094 -0.023 -0.624
C -6.6740 -2.0529 -1.1976 0.034 0.032 -0.048 -0.607
C -6.9397 -1.7069 0.1143 0.015 0.038 0.052 -0.648
C -6.2717 -0.6370 0.6935 -0.076 -0.063 0.027 -0.746
C -5.3441 0.1114 -0.0162 0.001 -0.025 -0.020 -0.376
S -4.4503 1.3673 0.9511 -0.104 -0.159 -0.401 1.654
O -5.0212 2.6557 0.6545 0.013 0.007 0.023 -0.813
O -4.6005 0.9312 2.3274 0.024 -0.049 0.042 -0.881
O -3.0836 1.1597 0.4401 -0.649 0.298 0.668 -0.039
H -5.5548 -1.5422 -2.9620 0.002 0.013 0.012 0.504
H -7.1771 -2.8924 -1.6620 0.000 -0.004 -0.001 0.394
H -7.6517 -2.2756 0.7007 -0.006 -0.003 -0.003 0.352
H -6.4336 -0.3831 1.7324 0.007 0.008 -0.009 0.538
O -2.7355 -1.7165 0.5276 -0.002 -0.219 0.241 -0.686
H -2.4632 -1.7358 -0.3969 -0.464 -0.317 0.001 0.285
H -2.9142 -0.7774 0.7119 -0.476 -0.133 0.061 0.033
O 1.6961 -0.5733 0.6957 0.172 0.768 0.882 -0.220
H 2.6352 -0.6538 0.5046 0.024 -0.097 -0.108 0.154
H 1.6911 0.2709 1.3266 -0.210 -0.080 -0.718 -0.748
I -2.3993 3.7191 -1.7900 0.128 0.222 -0.017 0.479
I -0.4698 5.6808 -1.6992 -0.132 -0.128 0.047 -0.419
N -0.5491 1.8636 -4.4373 0.008 -0.098 -0.017 -0.547
H -0.5652 1.2858 -5.2702 -0.020 0.014 -0.039 0.209
H -1.0302 2.7317 -4.6438 0.006 -0.005 0.003 0.243
H -1.1343 1.3823 -3.7587 -0.042 0.040 0.044 -0.016
C 3.2552 4.6199 -1.5461 -0.045 -0.061 0.045 -1.104
N 3.0580 3.5580 -0.5761 0.030 -0.027 0.196 0.142
C 3.6194 3.7217 0.7601 0.252 -0.013 -0.278 -0.538
C 1.9796 2.7894 -0.6780 -0.031 -0.040 -0.218 -0.035
N 1.0949 2.0617 -0.7970 -0.104 0.269 -0.377 -0.246
H 4.3112 4.6683 -1.8223 0.018 0.021 0.016 0.336
H 2.9460 5.5882 -1.1395 -0.003 0.018 0.005 0.267
H 2.6592 4.4176 -2.4327 0.013 -0.007 -0.012 0.385
H 4.7103 3.7070 0.7022 0.084 0.089 -0.082 0.296
H 3.2685 2.8925 1.3822 -0.259 0.082 -0.245 -0.194
H 3.2992 4.6705 1.2028 -0.038 -0.014 0.039 0.406
C -2.7465 -1.9334 -5.5426 -0.013 -0.061 0.127 -0.847
O -2.1500 -2.3516 -4.3019 -0.065 -0.056 -0.068 -0.113
C -0.8806 -2.0045 -4.1336 0.138 -0.036 -0.052 -0.310
O -0.2362 -1.3627 -4.9316 -0.055 0.060 0.039 -0.618
C -0.3524 -2.5204 -2.8321 -0.054 0.065 0.039 0.777
C -0.4855 -3.8208 -2.4854 0.042 0.113 0.146 0.168
As -0.1615 -4.8861 -4.0710 -0.038 -0.116 -0.021 0.234
C 0.0716 -6.7331 -3.4473 -0.012 0.030 0.011 -1.181
C 1.7381 -4.2577 -3.9833 -0.003 0.029 0.089 1.218
C 2.1815 -3.0898 -3.5117 -0.039 -0.135 0.011 -0.257
As 1.3626 -1.9125 -2.0848 0.126 0.136 -0.420 0.833
C 1.7037 -0.1715 -2.9105 -0.083 -0.150 -0.045 -0.391
C 3.5719 -2.6251 -3.8199 0.049 -0.033 -0.152 -0.197
O 4.4517 -2.6105 -2.9958 -0.015 0.014 0.047 -0.656
O 3.8224 -2.1870 -5.0623 0.002 0.007 0.110 -0.409
C 2.7633 -2.0727 -6.0340 -0.017 0.022 0.007 -0.124
C 2.6132 -5.2067 -4.7386 0.062 0.073 -0.087 -0.335
O 2.4701 -5.4350 -5.9160 -0.002 -0.002 0.046 -0.642
O 3.5531 -5.8686 -4.0498 -0.049 -0.035 0.035 -0.380
C 3.6071 -5.7656 -2.6094 0.014 -0.004 -0.027 -0.331
C -0.0543 -4.2318 -1.1074 0.072 -0.061 -0.043 0.171
O 0.6567 -5.1757 -0.8384 -0.002 0.009 -0.022 -0.747
O -0.6045 -3.4162 -0.2177 -0.005 0.016 -0.009 0.224
C -0.1392 -3.4877 1.1443 -0.036 -0.021 -0.018 -0.749
H -3.6195 -2.5679 -5.6700 -0.008 0.029 0.023 0.277
H -2.0423 -2.0745 -6.3606 -0.016 0.013 0.003 0.329
H -3.0513 -0.8951 -5.4557 -0.024 0.112 0.009 0.267
H -0.8630 -7.2633 -3.6255 -0.005 0.000 0.013 0.423
H 0.3422 -6.7774 -2.3973 0.016 -0.009 -0.005 0.290
H 0.8465 -7.1933 -4.0629 -0.003 0.001 -0.010 0.373
H 1.8001 -0.2599 -3.9866 0.053 0.052 -0.015 0.228
H 2.6005 0.2385 -2.4500 -0.003 -0.020 0.011 0.475
H 0.8836 0.5150 -2.7058 0.074 -0.028 0.014 -0.163
H 2.5537 -3.0426 -6.4807 0.011 -0.021 0.003 0.227
H 3.1482 -1.3895 -6.7866 0.007 -0.006 -0.004 0.301
H 1.8542 -1.6653 -5.5963 0.041 -0.019 -0.012 -0.035
H 4.2406 -6.5920 -2.2982 -0.003 -0.006 0.003 0.316
H 2.6173 -5.8653 -2.1680 -0.006 0.006 0.012 0.144
H 4.0529 -4.8207 -2.3077 -0.005 0.006 -0.010 0.196
H -0.9045 -2.9811 1.7230 -0.008 0.001 0.001 0.112
H 0.8049 -2.9463 1.2137 0.011 -0.015 0.000 0.243
H -0.0260 -4.5267 1.4456 0.015 0.006 0.009 0.453
C 0.8919 -0.6781 3.9738 -0.020 0.131 -0.040 -1.372
C 0.0776 0.5955 4.2630 0.035 0.011 0.103 2.847
C -0.2698 0.6381 5.7544 0.009 -0.019 0.007 -2.229
C -1.2237 0.4349 3.4703 -0.017 -0.253 0.134 -2.666
P 1.0055 2.0970 3.4998 -0.056 0.000 0.298 0.383
N 1.6106 1.8407 2.1177 0.094 -0.774 0.046 0.725
C 2.3691 2.6032 4.7801 -0.047 0.004 0.109 2.054
C 1.9397 3.2596 6.0949 0.050 -0.009 0.022 -2.030
C 3.3461 3.5347 4.0470 -0.027 -0.088 0.007 -1.686
C 3.1851 1.3471 5.1164 -0.041 0.012 -0.034 -2.069
C -0.2788 3.5221 3.5142 0.062 0.013 -0.020 2.706
C -1.2090 3.6574 4.7241 -0.029 0.039 -0.030 -2.243
C 0.4792 4.8461 3.3425 -0.023 0.009 -0.026 -2.025
C -1.1356 3.3659 2.2491 -0.071 0.029 -0.039 -1.345
H 0.2315 -1.5477 4.0745 0.006 -0.009 -0.006 0.552
H 1.7226 -0.8188 4.6623 0.051 0.027 0.034 0.343
H 1.2869 -0.6510 2.9559 -0.079 -0.134 0.207 -0.142
H -0.9003 -0.2272 5.9934 0.013 -0.017 0.001 0.519
H -0.8283 1.5294 6.0347 0.022 -0.041 0.012 0.307
H 0.6142 0.5756 6.3893 0.055 0.003 0.009 0.320
H -1.7163 -0.5009 3.7551 0.029 -0.033 0.079 0.756
H -0.9821 0.3488 2.4154 -0.127 0.173 -0.140 0.222
H -1.9504 1.2275 3.6234 0.066 -0.113 -0.073 -0.004
H 1.4942 4.2414 5.9423 -0.014 0.000 -0.002 0.277
H 2.8245 3.4017 6.7305 0.000 0.009 0.001 0.515
H 1.2309 2.6527 6.6568 -0.012 -0.025 0.006 0.255
H 2.9784 4.5570 3.9718 0.001 -0.024 -0.053 0.257
H 3.5202 3.1438 3.0426 0.035 0.091 0.449 0.217
H 4.2991 3.5632 4.5891 -0.007 0.019 0.034 0.542
H 2.6650 0.6803 5.8017 -0.054 -0.041 0.009 0.289
H 4.1204 1.6496 5.6028 -0.005 -0.011 0.011 0.627
H 3.4323 0.7977 4.2067 0.002 -0.019 -0.014 0.271
H -0.6741 3.7400 5.6706 0.024 0.012 0.014 0.251
H -1.9126 2.8291 4.7957 0.003 0.042 0.013 0.317
H -1.8084 4.5681 4.6042 0.014 -0.002 -0.017 0.544
H 0.9755 5.1764 4.2548 0.004 0.000 0.011 0.373
H -0.2348 5.6249 3.0542 0.015 -0.011 0.009 0.635
H 1.2218 4.7621 2.5497 0.015 0.009 -0.087 0.127
H -1.8820 2.5781 2.3279 0.085 0.128 -0.116 -0.357
H -0.4996 3.1577 1.3888 0.039 -0.026 -0.076 -0.064
H -1.6749 4.3006 2.0604 -0.008 -0.004 0.008 0.612